1.
Here is 8 unconnected molecules or ions with the total composition C28H79N7O8 from OMol25. Energies are from the ωB97M-V functional and the def2-TZVPD basis.

Calculated values
Structure (SMILES): COC[C@H](C)N.COC[C@H](C)N.COC[C@H](C)N.COC[C@H](C)N.COC[C@H](C)N.COC[C@H](C)N.COC[C@H](C)N.O
Maximum force: 2.6 eV/A
Kohn-Sham gap: 9.22 eV
Molecular weight: 642.0 g/mol

Last column: Löwdin charge in e.
Element x y z (Å)
C1 3.7810 -2.8228 -1.7312  -0.103
O1 3.4137 -3.1983 -3.0355  -0.178
C2 2.1103 -2.8321 -3.4142  -0.231
C3 1.7776 -3.3335 -4.8118  -0.434
C4 2.6509 -2.6885 -5.8661  -0.062
N1 0.3685 -2.9468 -5.0703  0.038
H1 3.1982 -3.3254 -0.9541  0.072
H2 3.7281 -1.7278 -1.7020  0.090
H3 4.8245 -3.0706 -1.5366  0.087
H4 1.3534 -3.1082 -2.6653  0.105
H5 2.0697 -1.7316 -3.4151  0.115
H6 1.9300 -4.4192 -4.8078  0.137
H7 3.6574 -3.1125 -5.8542  0.078
H8 2.7287 -1.6065 -5.7727  0.082
H9 2.2448 -2.9326 -6.8510  0.075
H10 0.0477 -3.6060 -5.7775  0.072
H11 -0.1373 -3.2653 -4.2423  0.057
C5 -2.9691 -6.2914 -0.5539  -0.111
O2 -3.7965 -5.1331 -0.5058  -0.190
C6 -3.1263 -4.0411 0.1439  -0.201
C7 -4.1890 -2.9574 0.3924  -0.393
C8 -4.5487 -2.2560 -0.9002  -0.070
N2 -3.4643 -1.9394 1.2028  0.034
H12 -2.6164 -6.4850 0.4594  0.082
H13 -2.1187 -6.1124 -1.2218  0.076
H14 -3.5185 -7.1041 -1.0255  0.088
H15 -2.7411 -4.3707 1.1137  0.111
H16 -2.3290 -3.6940 -0.5167  0.115
H17 -5.0593 -3.2912 0.9520  0.141
H18 -5.0416 -1.2907 -0.7816  0.078
H19 -5.1906 -2.8600 -1.5467  0.080
H20 -3.6549 -2.0690 -1.5043  0.067
H21 -3.1846 -2.3522 2.0838  0.061
H22 -2.6423 -1.6463 0.6818  0.032
C9 3.0768 5.8956 1.3731  -0.108
O3 2.4176 7.1091 1.6669  -0.196
C10 1.2164 7.2511 0.9181  -0.221
C11 0.6469 8.6442 1.1464  -0.438
C12 -0.6706 8.8294 0.4271  -0.071
N3 1.5936 9.6906 0.6937  0.037
H23 3.9603 5.9390 2.0108  0.093
H24 3.3507 5.8060 0.3174  0.091
H25 2.4616 5.0417 1.6754  0.067
H26 1.5230 7.2091 -0.1372  0.125
H27 0.4419 6.4945 1.0819  0.126
H28 0.5119 8.7804 2.2228  0.140
H29 -0.5108 8.7381 -0.6543  0.082
H30 -1.2289 9.7223 0.6906  0.079
H31 -1.3714 7.9901 0.5200  0.058
H32 2.4668 9.5242 1.1910  0.065
H33 1.8596 9.4170 -0.2531  0.068
C13 -0.1715 -1.6038 -0.7337  -0.102
O4 -1.0226 -0.7133 -0.0424  -0.213
C14 -0.2987 0.1633 0.8105  -0.189
C15 0.6018 1.1840 0.1346  -0.432
C16 1.2810 2.0873 1.1574  -0.054
N4 -0.1421 2.0205 -0.8019  0.057
H34 0.6311 -1.1165 -1.2957  0.073
H35 -0.6846 -2.1423 -1.5323  0.081
H36 0.2608 -2.3250 -0.0330  0.087
H37 -1.0376 0.7048 1.4044  0.135
H38 0.2929 -0.4927 1.4651  0.119
H39 1.4333 0.6856 -0.3745  0.118
H40 1.3439 3.1024 0.7651  0.064
H41 2.2103 1.7189 1.5884  0.078
H42 0.6714 2.2528 2.0568  0.071
H43 -0.7546 2.6498 -0.2761  0.043
H44 -0.8607 1.4835 -1.2855  0.047
C17 -3.1112 0.9850 -3.0635  -0.104
O5 -3.4802 1.9014 -2.0619  -0.171
C18 -2.8650 3.1585 -2.2368  -0.227
C19 -3.2773 4.0381 -1.0659  -0.431
C20 -2.6379 5.4040 -1.1749  -0.068
N5 -2.8389 3.4035 0.2110  0.041
H45 -3.6320 0.0442 -2.8801  0.076
H46 -2.0358 0.7932 -3.1122  0.087
H47 -3.4549 1.2665 -4.0664  0.090
H48 -1.7738 3.1679 -2.1576  0.104
H49 -3.1778 3.6563 -3.1601  0.134
H50 -4.3694 4.1210 -1.0361  0.138
H51 -1.5733 5.3608 -1.4185  0.081
H52 -2.7648 5.9905 -0.2671  0.067
H53 -3.0911 5.8610 -2.0597  0.084
H54 -3.2583 2.4830 0.2816  0.076
H55 -3.1877 4.0207 0.9335  0.071
C21 0.3840 -5.0878 1.5477  -0.079
O6 0.0232 -5.7063 0.3160  -0.226
C22 1.1104 -6.1788 -0.4366  -0.221
C23 1.4824 -7.6112 -0.0858  -0.431
C24 2.6156 -8.1749 -0.9404  -0.068
N6 0.2992 -8.4956 -0.2295  0.050
H56 0.8957 -5.8610 2.1287  0.088
H57 -0.4415 -4.6569 2.1037  0.082
H58 1.1363 -4.3122 1.3672  0.077
H59 0.8762 -6.1013 -1.5021  0.132
H60 1.9872 -5.5319 -0.2876  0.114
H61 1.8551 -7.6667 0.9419  0.129
H62 3.4631 -7.4799 -0.9127  0.077
H63 2.3635 -8.2172 -2.0027  0.078
H64 2.9815 -9.1299 -0.5730  0.079
H65 -0.4883 -7.8548 -0.1275  0.043
H66 0.2242 -8.7803 -1.2031  0.066
C25 1.3719 4.3456 4.9922  -0.085
O7 1.6563 2.9539 4.7929  -0.190
C26 0.6746 2.1757 5.4398  -0.238
C27 1.1920 0.7590 5.6405  -0.447
C28 1.3377 0.0238 4.3157  -0.067
N7 0.3409 -0.0061 6.5694  0.043
H67 1.6672 4.6771 5.9881  0.089
H68 0.3040 4.5021 4.8270  0.087
H69 1.9171 4.9278 4.2517  0.075
H70 0.3964 2.5814 6.4245  0.121
H71 -0.2843 2.2280 4.9047  0.129
H72 2.2488 0.8386 5.9323  0.137
H73 0.4027 0.1047 3.7542  0.068
H74 1.5081 -1.0346 4.5270  0.075
H75 2.1477 0.4416 3.7221  0.073
H76 0.6980 -0.9561 6.5075  0.062
H77 0.6226 0.2946 7.5001  0.073
O8 2.1469 1.0531 -3.7497  -0.063
H78 2.4909 1.8732 -4.1169  0.035
H79 1.8664 1.2877 -2.8558  0.012

---

2.
Here is a molecular structure, C28H80MgO13 from OMol25. Energies are from the ωB97M-V functional and the def2-TZVPD basis.

Calculated values
Maximum force: 1.8 eV/A
Kohn-Sham gap: 8.28 eV
Molecular weight: 649.2 g/mol

Last column: Löwdin charge in e.
Element x y z (Å)
Mg1 1.0639 -3.4772 -0.7983  0.842
C1 -0.5390 0.1587 -0.7787  -0.043
C2 0.6460 -0.3434 0.0411  -0.591
C3 0.4573 -0.0792 1.5331  -0.058
O1 1.0123 -1.6513 -0.1949  -0.305
H1 -0.7214 1.2188 -0.5885  0.063
H2 -1.4284 -0.4301 -0.5279  0.069
H3 -0.3924 0.0193 -1.8510  0.053
H4 1.4996 0.3018 -0.2518  0.113
H5 1.3554 -0.3574 2.0806  0.062
H6 -0.4219 -0.6198 1.8993  0.074
H7 0.2292 0.9854 1.6540  0.051
C4 -2.0984 -3.0398 -2.0598  -0.067
C5 -1.4249 -4.3564 -2.4522  -0.588
C6 -1.1331 -4.4286 -3.9451  -0.061
O2 -0.2904 -4.5984 -1.6877  -0.314
H8 -2.4403 -3.0660 -1.0253  0.065
H9 -2.9484 -2.8765 -2.7299  0.072
H10 -1.4319 -2.1797 -2.1608  0.053
H11 -2.1642 -5.1473 -2.2434  0.125
H12 -1.9300 -3.9716 -4.5357  0.068
H13 -0.9112 -5.4473 -4.2607  0.074
H14 -0.2220 -3.8548 -4.1535  0.052
C7 2.2131 3.5798 2.4571  -0.076
C8 3.5259 2.8951 2.0883  -0.321
O3 4.6646 3.4799 2.7200  -0.081
H15 1.4156 3.2036 1.8139  0.049
H16 2.3187 4.6574 2.3307  0.077
H17 1.9626 3.3402 3.4911  0.073
H18 3.6465 2.9458 0.9986  0.090
H19 3.5711 1.8437 2.3768  0.101
H20 4.8194 4.3321 2.2983  0.080
C9 -1.3171 -5.7775 1.7810  -0.062
C10 -0.9543 -4.3374 1.4669  -0.297
O4 0.4442 -4.1751 1.2745  -0.118
H21 -0.7460 -6.0926 2.6572  0.069
H22 -1.0036 -6.4003 0.9410  0.081
H23 -2.3907 -5.8928 1.9191  0.078
H24 -1.2704 -3.6602 2.2732  0.121
H25 -1.5405 -3.9900 0.6170  0.090
H26 0.8437 -4.2444 2.1584  0.062
C11 -1.1064 1.1596 4.5930  -0.092
C12 -0.9299 0.9917 6.0736  -0.324
O5 -0.3393 2.1605 6.6457  -0.076
H27 -1.9747 1.7771 4.3517  0.062
H28 -1.2725 0.2270 4.0490  0.067
H29 -0.2119 1.5761 4.1237  0.068
H30 -0.2718 0.1345 6.2640  0.106
H31 -1.9025 0.7734 6.5264  0.112
H32 -0.5670 2.1381 7.5800  0.078
C13 -1.2174 5.3647 -2.6717  -0.080
C14 -1.9338 4.0222 -2.7225  -0.355
O6 -2.0235 3.5178 -4.0357  -0.088
H33 -0.1645 5.2947 -2.9530  0.062
H34 -1.1812 5.6507 -1.6157  0.068
H35 -1.7061 6.1527 -3.2389  0.074
H36 -2.9178 4.1640 -2.2499  0.105
H37 -1.3928 3.2829 -2.1116  0.092
H38 -2.4785 2.6594 -3.9637  0.037
C15 4.3180 -1.1613 0.9818  -0.073
C16 4.9647 -1.8033 -0.2413  -0.305
O7 5.0789 -3.2070 -0.0477  -0.080
H39 4.9247 -1.3535 1.8647  0.070
H40 3.3356 -1.6173 1.1324  0.056
H41 4.1094 -0.0974 0.8545  0.065
H42 5.9457 -1.3651 -0.4705  0.112
H43 4.3954 -1.6219 -1.1554  0.090
H44 5.7310 -3.3272 0.6506  0.080
C17 -1.9512 3.4676 1.3132  -0.083
C18 -2.8986 4.0219 2.3610  -0.297
O8 -3.0859 5.4309 2.1202  -0.081
H45 -2.3091 3.7577 0.3241  0.058
H46 -1.8880 2.3791 1.3843  0.053
H47 -0.9702 3.9259 1.4449  0.070
H48 -2.4656 3.8628 3.3511  0.101
H49 -3.8928 3.5761 2.2751  0.099
H50 -2.7231 5.9120 2.8676  0.076
C19 3.7019 -3.2622 4.4095  -0.080
C20 2.1707 -3.1541 4.3716  -0.283
O9 1.6291 -4.3701 3.8775  -0.089
H51 4.0783 -3.5947 3.4422  0.066
H52 3.9872 -4.0479 5.1181  0.072
H53 4.2326 -2.3571 4.7022  0.076
H54 1.8763 -2.3527 3.6938  0.104
H55 1.8066 -2.9189 5.3754  0.112
H56 1.7942 -5.0432 4.5463  0.102
C21 1.3137 -1.2929 -4.1008  -0.065
C22 2.4318 -1.7297 -3.1643  -0.260
O10 2.1287 -3.0266 -2.6018  -0.116
H57 1.4818 -0.3224 -4.5705  0.080
H58 0.3318 -1.3272 -3.6355  0.043
H59 1.2334 -1.9884 -4.9458  0.081
H60 2.4803 -0.9840 -2.3713  0.096
H61 3.3974 -1.7910 -3.6663  0.123
H62 2.4200 -3.6306 -3.2940  0.117
C23 -4.3484 0.4662 0.6701  -0.066
C24 -4.7661 1.7308 -0.0674  -0.270
O11 -5.5604 1.3361 -1.2048  -0.098
H63 -5.2017 -0.0041 1.1618  0.076
H64 -3.6107 0.6817 1.4487  0.061
H65 -3.9104 -0.2611 -0.0116  0.062
H66 -3.9084 2.2400 -0.5124  0.091
H67 -5.3176 2.4513 0.5376  0.113
H68 -6.4903 1.5476 -1.1111  0.094
C25 -2.2191 -0.2880 -4.3914  -0.073
C26 -3.4965 -0.0474 -3.5990  -0.289
O12 -3.6513 1.3444 -3.3301  -0.099
H69 -2.0047 -1.3465 -4.5276  0.059
H70 -1.3268 0.1848 -3.9864  0.056
H71 -2.4213 0.1631 -5.3679  0.084
H72 -3.4132 -0.5376 -2.6200  0.088
H73 -4.3777 -0.4908 -4.0694  0.119
H74 -4.3922 1.4208 -2.7096  0.051
C27 2.3998 3.1209 -2.0652  -0.083
C28 3.3374 2.6245 -3.1474  -0.309
O13 3.0962 3.3205 -4.3661  -0.080
H75 2.3265 4.2084 -2.0182  0.077
H76 2.6281 2.7826 -1.0503  0.047
H77 1.3811 2.7668 -2.2603  0.066
H78 3.1766 1.5527 -3.3210  0.096
H79 4.3846 2.7819 -2.8913  0.112
H80 2.1945 3.1506 -4.6574  0.081

---

So what do the calculations give for ΔE to the lowest compared entry with this formula, charge and spin? Going down the list: 78.9, 0.0 kJ/mol.